# 1
Molecular formula: C26H32CoNO5S
Method: DFT, ωB97M-V/def2-TZVPD

Last column: Löwdin charge in e.
Positions of all 66 atoms, in Å:
O -0.161 -0.840 -3.947  -0.09
C -0.105 0.432 -4.679  -0.17
C -0.167 -0.149 -6.074  -0.08
H 0.848 0.941 -4.508  0.12
H -0.959 1.067 -4.413  0.11
C -0.144 -1.478 -5.269  -0.57
H 0.725 0.059 -6.670  0.11
H -1.091 0.074 -6.611  0.11
C 1.147 -2.247 -5.510  -0.02
H 2.014 -1.631 -5.239  0.09
H 1.209 -2.523 -6.571  0.09
H 1.165 -3.167 -4.914  0.09
C -1.394 -2.287 -5.554  -0.03
H -2.287 -1.696 -5.320  0.09
H -1.402 -3.221 -4.982  0.08
H -1.406 -2.539 -6.624  0.09
Co -0.526 -1.370 1.792  0.45
C -2.292 -1.478 2.803  -0.22
C -2.394 -0.134 3.305  -0.14
C -2.595 0.749 2.214  -0.16
H -2.465 0.141 4.355  0.10
C -2.725 -0.016 1.030  -0.14
C -2.541 -1.401 1.360  -0.22
H -2.833 -2.231 0.724  0.10
H -2.289 -2.374 3.415  0.10
H -2.753 1.812 2.293  0.08
H -3.063 0.364 0.067  0.08
C 0.443 -2.872 2.722  -0.16
C -0.500 -3.346 1.767  -0.21
C -0.148 -2.804 0.486  -0.19
H -1.296 -4.064 1.960  0.12
C 1.026 -2.004 0.651  -0.16
C 1.378 -2.011 2.048  -0.16
H 2.213 -1.490 2.492  0.11
H 0.493 -3.179 3.767  0.11
H -0.621 -3.074 -0.460  0.11
H 1.593 -1.531 -0.140  0.10
O 1.445 0.788 -2.277  -0.16
C 0.368 0.214 -1.503  -0.22
C -0.859 1.105 -1.634  -0.15
H 0.680 0.275 -0.436  0.08
H 0.210 -0.842 -1.754  0.11
C -0.227 2.496 -1.851  -0.14
H -1.410 1.046 -0.706  0.06
H -1.481 0.797 -2.483  0.09
C 1.288 2.214 -2.102  -0.18
H -0.312 3.055 -0.911  0.09
H -0.674 3.078 -2.660  0.09
H 1.848 2.535 -1.209  0.11
H 1.710 2.708 -2.982  0.10
O -0.123 -0.815 4.968  0.03
C 0.311 0.106 4.271  -0.48
N 0.217 0.115 2.863  -0.12
S 0.857 1.545 2.178  0.69
O 2.005 1.221 1.361  -0.30
O -0.225 2.316 1.597  -0.30
C 1.359 2.172 3.752  -0.21
C 2.102 3.324 4.015  -0.04
C 2.361 3.655 5.352  -0.09
C 1.910 2.837 6.402  -0.08
C 1.221 1.658 6.119  0.00
C 0.966 1.330 4.778  -0.12
H 2.463 3.921 3.182  0.12
H 2.918 4.561 5.576  0.10
H 2.110 3.127 7.433  0.10
H 0.869 0.978 6.894  0.12

Its total charge is -1. The calculation puts the energy at -3221.72473 hartree. Its highest occupied orbital energy (spin up / spin down) is -2.75 / -4.14 eV. As for the orbital gap (spin up / spin down): 0.19395 / 0.24481 Eh. Its spin multiplicity is 4.

# 2
Molecular formula: C26H32F8N2O3P
Method: DFT, ωB97M-V/def2-TZVPD

Last column: Löwdin charge in e.
Positions of all 72 atoms, in Å:
C -5.602 -3.207 -3.036  -0.13
O -4.508 -3.544 -3.894  -0.22
C -4.311 -2.471 -4.851  -0.24
C -2.884 -2.599 -5.545  -0.15
C -1.810 -2.174 -4.462  -0.21
C -0.925 -0.910 -4.903  -0.20
C -0.125 -0.464 -3.622  -0.23
C 0.854 0.764 -3.833  -0.17
C 0.820 1.666 -2.529  -0.21
C 2.093 1.544 -1.596  -0.19
C 2.509 0.074 -1.222  -0.16
C 1.409 -0.762 -0.453  -0.11
C 0.833 -0.069 0.818  -0.05
N -0.387 0.584 0.734  0.18
C -1.024 1.210 1.829  -0.03
C -2.415 1.915 1.769  -0.32
F -2.309 3.143 2.394  0.13
F -3.266 1.149 2.564  0.11
C -3.055 2.029 0.336  -0.27
F -3.183 0.804 -0.300  0.13
F -4.359 2.462 0.532  0.13
C -2.382 3.134 -0.584  -0.44
F -2.760 2.909 -1.879  0.16
F -1.020 3.170 -0.498  0.14
F -2.833 4.342 -0.133  0.17
C -0.362 1.195 3.144  0.09
C 0.976 0.495 3.333  -0.08
C 1.651 0.431 4.688  -0.18
P 0.766 1.268 6.099  0.75
O 1.555 1.352 7.384  -0.43
C 2.944 -0.308 4.827  0.01
C 3.668 -0.413 6.210  -0.30
C 4.421 0.948 6.497  -0.02
F 4.584 -1.473 6.300  -0.01
C 3.517 -0.941 3.574  -0.08
O 4.738 -1.664 3.591  0.05
C 5.537 -1.280 2.552  -0.26
N 6.081 -1.165 1.527  0.20
C 2.853 -0.869 2.253  0.10
C 1.559 -0.141 2.117  -0.04
H -5.267 -2.661 -2.099  0.09
H -6.338 -2.506 -3.537  0.09
H -6.181 -4.103 -2.691  0.09
H -5.087 -2.597 -5.652  0.13
H -4.410 -1.515 -4.264  0.12
H -2.827 -2.037 -6.509  0.11
H -2.754 -3.712 -5.702  0.12
H -1.108 -2.987 -4.144  0.11
H -2.358 -1.826 -3.533  0.10
H -0.285 -1.205 -5.775  0.12
H -1.662 -0.104 -5.198  0.12
H -0.901 -0.229 -2.829  0.10
H 0.501 -1.325 -3.246  0.11
H 0.518 1.409 -4.698  0.12
H 1.902 0.441 -4.099  0.12
H -0.093 1.527 -1.890  0.06
H 0.793 2.741 -2.884  0.12
H 2.959 1.985 -2.176  0.13
H 1.954 2.225 -0.706  0.11
H 3.389 0.164 -0.512  0.11
H 2.911 -0.521 -2.093  0.13
H 1.915 -1.708 -0.096  0.13
H 0.543 -1.099 -1.078  0.11
H -0.821 0.583 -0.194  0.14
H -0.885 1.676 4.004  0.10
H -0.548 0.697 6.254  0.04
H 0.524 2.617 5.654  0.04
H 2.870 -0.620 6.982  0.15
H 5.290 1.106 5.805  0.09
H 4.819 0.951 7.543  0.10
H 3.720 1.815 6.327  0.08
H 3.276 -1.367 1.353  0.12

Its total charge is +1. The calculation puts the energy at -2485.01471 hartree. Its highest occupied orbital energy is -11.57 eV. As for the orbital gap: 0.22972 Eh.

# 3
Molecular formula: C26H32FN5O11S
Method: DFT, ωB97M-V/def2-TZVPD

Last column: Löwdin charge in e.
Positions of all 76 atoms, in Å:
C -2.300 -4.143 1.780  -0.08
C -2.839 -3.285 0.629  -0.13
C -1.995 -2.061 0.363  -0.48
O -2.087 -1.459 -0.659  0.16
O -1.097 -1.712 1.334  -0.07
C -1.303 -0.430 1.956  -0.10
C -0.285 0.646 1.567  -0.07
N 0.041 0.724 0.145  0.10
C 1.372 0.686 -0.227  -0.28
N 2.161 -0.347 -0.198  0.04
C 1.761 -1.640 0.348  -0.06
C 1.968 -1.784 1.860  -0.12
O 2.932 -0.817 2.294  -0.03
C 3.080 -0.735 3.660  -0.51
C 1.975 -0.213 4.526  0.03
O 4.126 -1.036 4.138  0.16
C 3.516 -0.284 -0.744  -0.02
C 3.656 -1.079 -2.039  -0.42
O 4.692 -0.995 -2.631  0.15
N 2.564 -1.887 -2.477  -0.17
C 2.280 -1.596 -3.906  -0.05
C 2.887 -3.326 -2.334  -0.06
N 1.792 1.905 -0.698  -0.28
S 2.942 2.686 0.340  0.97
C 0.605 2.715 -1.116  -0.19
C 0.648 4.138 -0.539  -0.71
O 0.072 4.293 0.553  0.00
O 1.315 4.952 -1.210  -0.01
C 0.691 2.551 -2.665  -0.29
O 0.862 1.455 -3.097  0.17
N 0.641 3.670 -3.570  0.18
C -0.574 4.317 -3.689  -0.56
O -1.590 3.832 -4.039  0.17
F -0.493 5.620 -3.451  0.14
C -0.538 1.837 -0.563  -0.19
O -1.511 1.489 -1.554  0.06
C -2.716 2.095 -1.286  -0.42
O -2.929 3.223 -1.574  0.21
C -3.762 1.283 -0.595  -0.13
C -4.398 0.259 -1.297  -0.02
C -5.368 -0.525 -0.673  -0.07
C -5.686 -0.273 0.665  -0.09
C -5.069 0.769 1.353  -0.08
C -4.103 1.560 0.730  -0.03
H -2.200 -3.551 2.684  0.07
H -1.301 -4.482 1.524  0.08
H -2.954 -4.989 1.960  0.07
H -2.803 -3.877 -0.280  0.12
H -3.867 -2.966 0.776  0.12
H -2.322 -0.105 1.764  0.11
H -1.214 -0.614 3.026  0.13
H 0.636 0.541 2.130  0.10
H -0.714 1.593 1.893  0.14
H 0.761 -1.893 0.022  0.13
H 2.422 -2.372 -0.093  0.10
H 2.357 -2.779 2.072  0.14
H 1.055 -1.673 2.441  0.10
H 2.199 0.804 4.834  0.11
H 0.990 -0.215 4.071  0.05
H 1.922 -0.821 5.421  0.10
H 3.793 0.723 -1.002  0.08
H 4.191 -0.687 0.006  0.15
H 2.085 -0.542 -4.060  0.07
H 1.422 -2.200 -4.181  0.09
H 3.120 -1.942 -4.509  0.09
H 2.092 -3.808 -1.760  0.08
H 2.946 -3.838 -3.288  0.09
H 3.792 -3.466 -1.749  0.09
H 3.923 2.929 -0.551  -0.09
H 1.404 4.318 -3.409  0.14
H -1.079 2.510 0.104  0.14
H -4.134 0.076 -2.328  0.13
H -5.819 -1.322 -1.243  0.11
H -6.421 -0.908 1.137  0.10
H -5.355 0.929 2.382  0.10
H -3.622 2.361 1.272  0.12

The calculation puts the energy at -2609.34374 hartree. Its highest occupied orbital energy is -8.71 eV. As for the orbital gap: 0.30319 Eh.

# 4
Molecular formula: C26H32GeHfN5O2
Method: DFT, ωB97M-V/def2-TZVPD

Last column: Löwdin charge in e.
Positions of all 67 atoms, in Å:
Hf 1.093 0.490 0.108  1.54
O -2.765 1.738 1.253  0.02
C -1.711 1.159 1.009  -0.49
N -0.884 1.385 -0.049  -0.02
C -1.018 2.534 -0.860  -0.21
C -2.225 3.165 -1.140  -0.03
C -2.254 4.319 -1.913  -0.11
C -1.079 4.860 -2.402  -0.12
C 0.141 4.254 -2.122  -0.03
C 0.187 3.093 -1.356  -0.20
N 1.374 2.427 -0.956  -0.02
C 2.602 2.886 -1.225  -0.48
O 2.968 3.862 -1.878  0.02
C 3.703 2.041 -0.587  -0.17
C 5.029 2.303 -0.901  0.01
C 6.015 1.528 -0.322  -0.05
C 5.654 0.507 0.550  -0.06
C 4.313 0.297 0.797  -0.12
N 3.360 1.052 0.244  0.00
C -1.226 0.035 1.959  -0.47
C -1.833 0.204 3.329  -0.05
C -1.219 -0.355 4.379  -0.12
C 0.099 -0.934 4.233  -0.14
C 0.785 -0.609 3.107  -0.23
N 0.259 0.072 2.059  -0.13
H -3.135 2.749 -0.740  0.09
H -3.205 4.795 -2.124  0.09
H -1.098 5.763 -3.000  0.09
H 1.061 4.676 -2.490  0.09
H 5.233 3.110 -1.588  0.12
H 7.058 1.708 -0.550  0.11
H 6.393 -0.127 1.018  0.10
H 3.976 -0.509 1.438  0.11
H -2.760 0.754 3.411  0.09
H -1.667 -0.299 5.365  0.09
H 0.591 -1.445 5.048  0.07
H 1.850 -0.833 3.042  0.09
C 2.138 -1.775 -3.082  -0.08
C 1.588 -2.213 -1.716  -0.79
C 2.595 -3.170 -1.061  -0.09
C 0.262 -2.959 -1.928  -0.08
N 1.384 -1.076 -0.877  -0.24
H 2.307 -2.628 -3.747  0.07
H 3.083 -1.244 -2.944  0.07
H 1.434 -1.090 -3.559  0.07
H 2.779 -4.055 -1.680  0.07
H 2.216 -3.491 -0.088  0.07
H 3.544 -2.651 -0.903  0.06
H 0.386 -3.838 -2.570  0.07
H -0.466 -2.287 -2.388  0.07
H -0.137 -3.282 -0.965  0.06
C -3.837 -3.482 0.682  -0.23
Ge -3.537 -1.542 0.818  0.82
C -3.805 -0.757 -0.956  -0.20
C -4.868 -0.808 2.051  -0.22
C -1.660 -1.318 1.349  -0.20
H -4.857 -3.697 0.359  0.01
H -3.674 -3.958 1.650  0.01
H -3.147 -3.926 -0.038  0.01
H -4.819 -0.945 -1.316  0.01
H -3.096 -1.183 -1.668  0.01
H -3.643 0.319 -0.914  0.00
H -5.869 -1.023 1.671  0.01
H -4.736 0.271 2.122  0.00
H -4.768 -1.245 3.045  0.02
H -1.392 -2.101 2.065  0.08
H -1.071 -1.503 0.441  0.04

Its total charge is -1. The calculation puts the energy at -3559.36185 hartree. Its highest occupied orbital energy is -4.13 eV. As for the orbital gap: 0.22960 Eh.

Which formula does entry 2 have?
C26H32F8N2O3P